C23H27AuF9O6PS2 | wB97M-V/def2-TZVPD

Computed properties:
Energy relative to the best compared isomer or geometry (same formula, charge and spin), kcal/mol: 0.00
Kohn-Sham gap, eV: 9.2
Molar mass, g mol⁻¹: 862.5
Largest force on an atom, eV Å⁻¹: 0.202

Element x y z (Å)
Au 1.5970 0.7121 -1.7483
O -1.0282 1.6531 0.3508
S -1.1709 1.4279 1.8184
C -1.2123 -0.3620 2.1125
C -2.0027 -1.1280 1.0603
C -1.2008 -1.4992 -0.1874
C -0.2449 -2.6803 -0.0216
S 1.4999 -2.2321 0.3701
O 1.5795 -0.7384 0.5145
C 1.5936 -2.8639 2.0514
C 1.9772 -2.0076 3.0694
C 2.1205 -2.5034 4.3594
C 1.8959 -3.8463 4.6198
C 1.5363 -4.7039 3.5867
C 1.3917 -4.2169 2.2980
C -2.8932 1.7603 2.1992
C -3.7496 2.0879 1.1632
C -5.0804 2.3670 1.4483
C -5.5365 2.3243 2.7571
C -4.6630 2.0093 3.7917
C -3.3340 1.7322 3.5157
H -1.6224 -0.4740 3.1185
H -0.1657 -0.6558 2.1305
H -2.8693 -0.5338 0.7593
H -2.4049 -2.0359 1.5196
H -0.6628 -0.6270 -0.5570
H -1.9043 -1.7799 -0.9731
H -0.1530 -3.2144 -0.9636
H -0.5875 -3.3765 0.7441
H 2.1599 -0.9658 2.8386
H 2.4144 -1.8374 5.1605
H 2.0105 -4.2303 5.6249
H 1.3745 -5.7553 3.7851
H 1.1285 -4.8892 1.4894
H -3.3596 2.1208 0.1537
H -5.7604 2.6195 0.6452
H -6.5731 2.5444 2.9759
H -5.0173 1.9874 4.8139
H -2.6449 1.5013 4.3204
F 1.3158 0.3167 -4.9068
C 1.9414 -0.8477 -4.6649
F 3.1629 -0.5577 -4.2169
F 2.0771 -1.4771 -5.8402
C 1.1515 -1.6960 -3.6128
O 1.3391 -1.2793 -2.3438
C -0.3669 -1.6410 -3.9808
F -0.6073 -1.7568 -5.2929
F -1.0378 -2.6294 -3.3618
F -0.9073 -0.4885 -3.5708
C 1.6459 -3.1752 -3.7178
F 2.9813 -3.2239 -3.7605
F 1.2599 -3.8823 -2.6484
F 1.1775 -3.8102 -4.8019
C 3.2866 4.8493 -2.5168
O 2.9168 3.4613 -2.5386
P 1.9246 2.8606 -1.4571
O 0.6193 3.7770 -1.5049
C -0.5074 3.3744 -2.3045
O 2.5965 3.3747 -0.1077
C 2.0492 2.9128 1.1380
H 3.8162 5.0384 -3.4457
H 3.9377 5.0480 -1.6677
H 2.4002 5.4802 -2.4593
H -0.2425 3.3677 -3.3622
H -1.2833 4.1128 -2.1234
H -0.8557 2.3913 -1.9928
H 2.7463 3.2196 1.9124
H 1.9519 1.8246 1.1284
H 1.0732 3.3656 1.3070

natural (NBO) atomic charge list, values in e, 2 entries: Au 0.485; O -1.006